Computed, not measured: a structure of composition C46H54Cl3IrN5OSi, with ωB97M-V/def2-TZVPD.

XYZ file:
```
111
Properties=species:S:1:pos:R:3:forces:R:3
Ir 0.39671 -0.88101 0.15025 -0.12 0.57 -0.66
O 1.64830 0.52576 0.95846 0.31 0.53 -0.55
C 2.69867 0.43392 1.74907 -0.28 -0.17 0.17
C 3.67774 1.44281 1.72889 0.01 0.02 0.02
C 4.77789 1.38019 2.54859 0.01 -0.05 0.07
C 4.96564 0.30054 3.42076 -0.01 0.08 -0.06
C 4.01485 -0.69048 3.45822 0.00 -0.03 -0.07
C 2.87314 -0.62833 2.64841 -0.03 0.02 -0.11
C 1.83449 -1.63170 2.73218 -0.09 0.24 0.18
N 0.73651 -1.73408 1.98137 -0.01 -0.77 0.61
C -0.00070 -2.80532 2.49282 0.04 0.08 -0.08
C 0.67128 -3.34458 3.52761 0.08 0.07 0.02
N 1.80852 -2.58380 3.68035 -0.03 -0.19 -0.01
H 3.57010 2.24065 1.01021 0.01 -0.02 -0.05
H 5.51804 2.16930 2.50216 0.02 -0.02 -0.01
H 5.84743 0.23848 4.04301 -0.01 0.01 0.00
H 4.17727 -1.53947 4.11264 -0.02 0.02 0.01
H -0.96621 -3.08393 2.11035 0.07 -0.01 0.00
H 0.42722 -4.16180 4.18153 0.01 0.01 -0.01
H 2.54596 -2.74961 4.33936 0.00 0.05 0.05
C -0.64443 4.95331 0.37947 -0.05 -0.03 -0.03
C 0.22683 3.81683 0.92729 -0.12 0.00 -0.03
C 1.62126 4.35319 1.24868 -0.05 0.02 0.01
C -0.40371 3.16189 2.15155 0.22 -0.06 0.07
C -0.55661 3.96198 3.27671 0.05 -0.04 0.03
C -1.08825 3.45973 4.44908 -0.02 0.01 0.02
C -1.43857 2.12722 4.50906 0.00 -0.03 0.01
C -1.30235 1.27566 3.41304 -0.01 0.10 0.05
C -1.75504 -0.15497 3.59553 0.05 0.01 0.06
C -3.26426 -0.25043 3.84925 -0.01 -0.03 -0.02
C -0.98730 -0.79327 4.75681 -0.08 -0.03 0.00
C -0.80999 1.80773 2.21726 0.04 0.07 -0.27
N -0.87107 1.08813 0.94287 -0.16 -0.09 0.63
C -1.71864 1.67490 0.19200 0.40 0.17 -0.17
C -1.85208 1.60458 -1.24227 0.14 -0.08 0.08
C -2.79495 2.52028 -1.72480 -0.05 0.06 -0.14
C -2.93889 2.80172 -3.06134 -0.10 0.05 0.03
C -2.09339 2.15006 -3.94889 0.03 -0.01 0.02
C -1.18852 1.21452 -3.50622 0.10 -0.09 0.33
C -1.02730 0.86334 -2.12713 -0.25 0.04 -0.02
N -0.13047 -0.13656 -1.73291 0.50 0.29 -0.19
C 0.48208 -0.69578 -2.94492 0.09 0.46 0.12
C -0.17017 -1.76763 -3.58576 0.05 0.09 -0.09
C 0.35443 -2.23441 -4.78512 -0.11 -0.01 -0.03
C 1.40812 -1.59888 -5.40522 -0.01 -0.03 -0.05
C 1.94098 -0.46639 -4.83087 0.11 -0.06 0.10
C 1.52831 0.01572 -3.58845 0.00 -0.05 0.06
C 2.14490 1.40463 -3.26531 -0.03 -0.06 0.03
C 3.66565 1.44225 -3.50643 -0.04 0.06 -0.07
C 1.89232 2.10041 -1.92529 -0.02 -0.06 -0.05
C -1.50075 -2.36103 -3.14043 0.09 0.02 0.04
C -1.60017 -3.86242 -3.42515 -0.02 0.00 0.07
C -2.68148 -1.66593 -3.83046 -0.03 0.01 -0.01
H -0.28544 5.26797 -0.60272 0.02 0.01 0.02
H -0.61011 5.82316 1.03920 -0.02 -0.01 0.02
H -1.69073 4.65937 0.27896 0.00 -0.01 -0.03
H 0.34716 3.07197 0.14474 0.00 -0.08 0.04
H 1.58989 5.07298 2.06862 0.02 0.04 -0.04
H 2.04473 4.85364 0.37473 0.00 -0.01 -0.01
H 2.28201 3.54388 1.53867 0.00 0.03 0.09
H -0.25691 5.00201 3.22808 -0.02 -0.02 0.00
H -1.23168 4.10365 5.30748 0.02 -0.01 0.00
H -1.86452 1.73239 5.42302 0.03 0.00 0.00
H -1.52940 -0.70600 2.68628 0.08 -0.07 -0.05
H -3.50512 0.05677 4.86968 0.00 0.02 -0.02
H -3.60570 -1.27951 3.71634 0.01 0.01 0.03
H -3.83334 0.38394 3.16893 0.01 -0.01 -0.03
H -1.25641 -0.32004 5.70244 0.01 0.01 0.00
H 0.09082 -0.68433 4.62732 -0.02 -0.03 -0.02
H -1.22938 -1.85237 4.83678 -0.01 0.01 0.02
H -2.37902 2.42131 0.63754 0.09 0.08 0.04
H -3.41102 3.04224 -1.00279 0.03 0.01 0.02
H -3.66999 3.52244 -3.40122 0.01 -0.01 -0.01
H -2.14767 2.36402 -5.00861 0.02 -0.04 -0.01
H -0.59354 0.72120 -4.24982 0.02 -0.02 -0.12
H -0.11325 -3.08105 -5.26796 0.03 0.00 -0.01
H 1.78166 -1.95555 -6.35677 -0.01 0.01 -0.01
H 2.69201 0.08355 -5.37915 -0.05 -0.07 -0.03
H 1.70211 2.05009 -4.03470 -0.04 -0.01 0.00
H 4.19951 1.04305 -2.65269 0.06 -0.11 0.18
H 3.97756 2.48054 -3.63869 0.00 -0.01 0.02
H 3.98846 0.88654 -4.38221 0.06 0.07 0.05
H 2.12359 1.47635 -1.06825 -0.01 -0.15 0.08
H 0.87532 2.47043 -1.82057 -0.09 -0.04 -0.04
H 2.55375 2.96939 -1.87065 -0.04 0.03 -0.02
H -1.59971 -2.21089 -2.07271 -0.05 0.00 0.05
H -1.74294 -4.05458 -4.49159 -0.01 -0.03 0.04
H -2.46074 -4.27320 -2.89719 -0.02 0.00 0.00
H -0.71535 -4.40333 -3.09257 0.01 0.01 -0.05
H -2.58976 -1.73996 -4.91819 0.00 0.00 0.01
H -2.76334 -0.61136 -3.57356 -0.02 -0.07 0.01
H -3.61234 -2.15474 -3.53383 0.01 -0.01 -0.01
C 0.19771 -4.52924 -0.59876 0.18 0.03 0.19
C -0.96600 -3.73741 -0.13548 0.09 0.20 -0.10
C -2.15777 -4.31922 0.19034 -0.16 0.07 0.04
C -3.06075 -3.27835 0.50035 0.01 -0.18 0.04
C -2.38971 -2.09698 0.34756 0.26 0.13 0.08
C -3.09270 -0.78317 0.44110 -0.08 -0.07 0.00
N -1.05458 -2.34440 -0.02413 -0.72 -0.16 -0.06
H -0.16253 -5.49684 -0.94905 -0.01 0.01 0.01
H 0.92021 -4.71947 0.19162 0.11 0.03 0.04
H 0.70534 -4.05674 -1.42774 0.13 0.04 -0.13
H -2.35116 -5.38087 0.17110 0.00 0.02 -0.03
H -4.10452 -3.36270 0.76414 0.01 0.01 -0.04
H -4.13738 -0.98633 0.67532 -0.03 -0.06 -0.04
H -3.07046 -0.24082 -0.50692 -0.07 -0.15 0.09
H -2.70603 -0.13188 1.21725 -0.28 -0.23 -0.12
Cl 2.62924 -2.87288 -2.41545 0.08 -0.11 -0.01
Si 2.38067 -1.97691 -0.57151 -0.14 -0.44 -0.04
Cl 3.99704 -0.69840 -0.57016 0.15 0.19 -0.37
Cl 3.20289 -3.47124 0.66018 -0.29 0.07 0.14
```
Positions in Å, forces in eV/Å.

Results
* relative energy (zero: lowest compared OMol25 entry of this formula, charge and spin): 9.2 kcal/mol
* <S²>: 0.7716
* 2S+1: 2
* Kohn-Sham gap (alpha / beta): 7.186 / 5.102 eV
* E_LUMO (alpha / beta): -0.13 / -2.22 eV
* E_HOMO (alpha / beta): -7.32 / -7.32 eV
* net charge: 0

Mulliken population analysis, charges in e, atoms 1 to 6: 1.364, 1.259, -0.806, -0.393, -1.012, -0.992